1.
Formula: C61H65F3N5
Source: the Open Molecules 2025 dataset
Level of theory: ωB97M-V/def2-TZVPD

The value obtained for the energy above the lowest of the compared OMol25 structures with the same formula, charge and spin is 0.290 eV. Its HOMO energy is -8.13 eV. The HOMO-LUMO gap comes out at 3.2 eV. As for the molecular weight: 925.22 g/mol. Its LUMO energy is -0.182 Eh. The value obtained for the strongest force on any atom is 3.3 eV/A. Its energy is -2936.50948 Eh.

Geometry as ORCA input:
```
! wB97M-V def2-TZVPD RIJCOSX def2/J DEFGRID3
* xyz 1 1
C -3.97 -2.91 -4.37
C -4.18 -3.77 -3.13
C -4.91 -5.07 -3.45
C -4.85 -2.98 -2.00
C -6.22 -2.75 -2.05
C -6.87 -2.03 -1.05
C -6.16 -1.60 0.06
C -4.80 -1.89 0.19
C -4.13 -1.69 1.55
C -4.90 -2.44 2.65
C -3.98 -0.22 1.88
C -4.12 -2.46 -0.91
N -2.70 -2.73 -0.82
N -2.32 -4.03 -0.80
N -0.99 -4.02 -0.56
C -0.34 -5.23 -0.14
C -0.34 -6.33 -1.02
C -1.09 -6.30 -2.35
C -1.96 -7.54 -2.58
C -0.12 -6.05 -3.50
C 0.42 -7.45 -0.67
C 1.12 -7.50 0.53
C 0.97 -6.47 1.46
C 0.21 -5.34 1.15
C -0.08 -4.33 2.27
C 1.20 -3.80 2.89
C -1.00 -4.92 3.34
C -0.52 -2.71 -0.47
C 0.89 -2.41 -0.35
C 1.35 -1.22 0.28
C 2.70 -0.88 0.27
C 3.61 -1.68 -0.42
C 5.02 -1.21 -0.63
F 5.89 -2.25 -0.74
F 5.14 -0.47 -1.79
F 5.47 -0.41 0.38
C 3.21 -2.92 -0.93
C 1.88 -3.28 -0.88
C -1.60 -1.85 -0.63
C -1.62 -0.46 -0.68
H -3.44 -1.99 -4.09
H -3.35 -3.46 -5.10
H -4.93 -2.65 -4.84
H -3.20 -4.06 -2.75
H -5.04 -5.66 -2.54
H -5.90 -4.89 -3.91
H -4.31 -5.66 -4.15
H -6.80 -3.15 -2.89
H -7.93 -1.83 -1.14
H -6.67 -1.08 0.88
H -3.13 -2.14 1.48
H -5.04 -3.49 2.36
H -4.33 -2.41 3.58
H -5.88 -1.99 2.83
H -3.29 0.25 1.17
H -4.95 0.30 1.84
H -3.56 -0.11 2.89
H -1.77 -5.45 -2.29
H -2.67 -7.63 -1.75
H -2.53 -7.43 -3.51
H -1.36 -8.45 -2.65
H 0.44 -5.13 -3.32
H 0.59 -6.88 -3.60
H -0.66 -5.95 -4.44
H 0.49 -8.30 -1.37
H 1.76 -8.35 0.77
H 1.46 -6.54 2.44
H -0.62 -3.49 1.81
H 1.85 -3.37 2.13
H 0.96 -3.02 3.62
H 1.74 -4.61 3.40
H -1.92 -5.32 2.90
H -0.49 -5.73 3.88
H -1.27 -4.15 4.07
H 0.62 -0.58 0.78
H 3.03 0.00 0.80
H 3.94 -3.60 -1.37
H 1.57 -4.24 -1.29
H -0.67 0.05 -0.66
H -2.56 0.03 -0.91
C -0.51 7.96 -3.51
N 0.85 7.46 -3.31
C 1.90 8.38 -3.40
C 1.68 9.75 -3.21
C 2.70 10.67 -3.47
C 3.93 10.24 -3.98
C 4.16 8.87 -4.16
C 3.17 7.94 -3.84
C 1.04 6.16 -2.81
C 0.29 5.07 -3.32
C 0.35 3.83 -2.71
C 1.01 3.65 -1.46
C 0.82 2.49 -0.67
C 1.08 2.53 0.75
C 2.37 2.32 1.30
C 2.68 2.66 2.61
C 1.68 3.14 3.48
N 1.95 3.59 4.77
C 0.88 4.26 5.51
C 3.23 3.57 5.36
C 3.62 4.63 6.22
C 4.92 4.67 6.75
C 5.84 3.65 6.45
C 5.43 2.55 5.69
C 4.12 2.48 5.21
C 0.37 3.32 2.95
C 0.07 2.98 1.65
C 1.85 4.73 -1.02
C 1.89 5.94 -1.69
H -1.18 7.12 -3.70
H -0.85 8.51 -2.62
H -0.52 8.65 -4.37
H 0.71 10.10 -2.86
H 2.52 11.73 -3.27
H 4.70 10.97 -4.24
H 5.12 8.52 -4.55
H 3.35 6.87 -3.98
H -0.31 5.23 -4.22
H -0.17 2.98 -3.16
H 0.56 1.56 -1.16
H 3.15 1.93 0.64
H 3.72 2.57 2.93
H 1.19 4.38 6.55
H 0.65 5.25 5.10
H -0.03 3.66 5.50
H 2.91 5.42 6.47
H 5.20 5.51 7.38
H 6.86 3.71 6.83
H 6.13 1.74 5.49
H 3.77 1.57 4.71
H -0.41 3.77 3.56
H -0.95 3.11 1.26
H 2.48 4.61 -0.14
H 2.52 6.76 -1.33
*
```

***

2.
Formula: C61H67F21N10O21S7
Source: the Open Molecules 2025 dataset
Level of theory: ωB97M-V/def2-TZVPD

Its HOMO energy is -12.88 eV. The HOMO-LUMO gap comes out at 7.7 eV. As for the molecular weight: 1899.68 g/mol. Its LUMO energy is -0.189 Eh. The value obtained for the strongest force on any atom is 4.3 eV/A. Its energy is -9376.35590 Eh.

Geometry as ORCA input:
```
! wB97M-V def2-TZVPD RIJCOSX def2/J DEFGRID3
* xyz 2 1
C -0.69 -1.56 1.95
C -0.27 -0.17 1.52
N 0.42 -0.06 0.21
C 1.48 -0.89 -0.09
C 2.08 -0.26 -1.15
N 1.38 0.89 -1.43
C 0.42 0.99 -0.52
C 1.63 1.89 -2.47
H -1.45 -1.96 1.30
H -1.00 -1.51 2.98
H 0.18 -2.20 1.82
H 0.34 0.27 2.32
H -1.17 0.44 1.52
H 1.62 -1.88 0.31
H 2.93 -0.61 -1.74
H -0.33 1.71 -0.48
H 2.51 1.64 -3.02
H 1.62 2.89 -2.10
H 0.78 1.79 -3.20
C 0.94 -6.43 4.81
N 1.36 -5.07 4.56
C 2.11 -4.82 3.49
C 2.61 -3.53 3.29
C 2.22 -2.45 4.11
C 1.42 -2.77 5.21
C 0.96 -4.06 5.39
C 2.71 -1.07 3.82
C 3.42 -0.86 2.66
C 3.80 0.46 2.35
N 3.53 1.49 3.09
C 2.66 1.31 4.17
C 2.18 0.07 4.50
C 4.07 2.89 2.79
H -0.12 -6.50 5.10
H 1.55 -6.82 5.64
H 1.05 -7.03 3.92
H 2.22 -5.63 2.82
H 3.22 -3.28 2.46
H 1.08 -2.04 5.95
H 0.32 -4.39 6.26
H 3.69 -1.57 1.98
H 4.36 0.60 1.46
H 2.38 2.13 4.81
H 1.47 -0.08 5.31
H 3.56 3.60 3.40
H 3.91 3.04 1.70
H 5.09 2.81 3.06
C -1.51 3.56 7.42
N -2.28 3.60 6.16
C -3.62 3.62 6.25
C -4.46 3.41 5.17
C -3.91 3.04 3.99
C -2.49 2.92 3.91
C -1.71 3.33 4.95
C -4.76 2.49 2.88
C -5.38 1.25 3.06
C -6.31 0.77 2.18
N -6.61 1.41 1.00
C -5.98 2.57 0.75
C -5.04 3.09 1.66
C -7.62 1.00 0.09
H -1.80 4.46 8.00
H -0.43 3.54 7.23
H -1.85 2.67 7.94
H -3.94 3.87 7.27
H -5.52 3.53 5.33
H -2.01 2.47 3.10
H -0.60 3.24 4.95
H -5.14 0.61 3.92
H -6.77 -0.17 2.26
H -6.21 3.10 -0.17
H -4.60 4.02 1.41
H -8.59 1.33 0.45
H -7.67 -0.10 0.17
H -7.43 1.39 -0.90
C 2.02 -9.64 -1.30
N 1.62 -8.30 -1.93
C 2.18 -7.15 -1.50
C 1.73 -5.93 -1.96
C 0.70 -5.86 -2.90
C 0.20 -7.09 -3.39
C 0.61 -8.30 -2.84
C 0.04 -4.50 -3.24
C -1.31 -4.36 -3.36
C -1.87 -3.19 -3.77
N -1.12 -2.16 -4.20
C 0.21 -2.21 -4.00
C 0.81 -3.37 -3.52
C -1.72 -0.92 -4.69
H 1.62 -9.85 -0.31
H 3.07 -9.55 -1.28
H 1.76 -10.45 -1.99
H 2.98 -7.20 -0.79
H 2.10 -5.01 -1.48
H -0.56 -7.07 -4.19
H 0.19 -9.25 -3.19
H -1.86 -5.17 -2.98
H -2.92 -3.06 -3.62
H 0.85 -1.33 -4.18
H 1.89 -3.36 -3.42
H -1.81 -1.10 -5.75
H -1.15 0.00 -4.50
H -2.72 -0.89 -4.25
C 5.34 5.02 -4.59
N 3.86 5.00 -4.32
C 3.34 5.27 -3.10
C 1.97 5.31 -2.90
C 1.12 5.08 -3.96
C 1.64 4.79 -5.23
C 3.06 4.74 -5.35
C -0.35 5.26 -3.80
C -1.15 4.21 -3.35
C -2.48 4.35 -3.14
N -3.13 5.48 -3.53
C -2.37 6.53 -4.00
C -0.99 6.49 -4.11
C -4.57 5.80 -3.20
H 5.77 4.18 -4.04
H 5.80 6.03 -4.35
H 5.48 4.78 -5.61
H 4.01 5.46 -2.29
H 1.57 5.39 -1.90
H 1.00 4.65 -6.11
H 3.53 4.57 -6.29
H -0.64 3.39 -2.93
H -3.13 3.58 -2.66
H -2.95 7.42 -4.18
H -0.50 7.36 -4.43
H -4.55 6.29 -2.20
H -5.25 4.94 -3.09
H -5.01 6.51 -3.94
C -0.75 -5.61 1.37
F -0.59 -5.00 2.59
F -2.06 -5.58 1.15
F -0.04 -4.85 0.50
S -0.02 -7.33 1.41
O -0.43 -8.00 0.23
O 1.39 -7.00 1.53
O -0.63 -7.84 2.62
C -0.47 4.73 1.51
F -1.17 5.52 2.37
F 0.62 5.39 1.16
F -0.04 3.65 2.21
S -1.60 4.17 0.09
O -2.39 3.19 0.77
O -2.22 5.35 -0.41
O -0.62 3.67 -0.84
C 5.25 -4.60 -0.04
F 6.41 -4.62 -0.63
F 4.72 -5.87 -0.14
F 5.40 -4.47 1.28
S 4.12 -3.28 -0.63
O 4.77 -2.04 -0.31
O 3.94 -3.41 -2.06
O 2.88 -3.55 0.18
C -4.66 -0.83 -1.85
F -4.75 -1.00 -3.23
F -5.97 -0.76 -1.49
F -4.14 -2.01 -1.37
S -3.74 0.56 -1.07
O -2.49 0.48 -1.70
O -4.51 1.71 -1.46
O -3.82 0.12 0.30
C 0.09 1.19 -7.67
F 1.02 0.81 -8.51
F -0.44 2.37 -8.08
F -0.85 0.20 -7.66
S 0.85 1.45 -5.97
O -0.17 2.12 -5.15
O 1.26 0.15 -5.40
O 1.95 2.33 -6.31
C -2.12 -1.67 5.66
F -3.28 -1.79 5.00
F -2.32 -2.22 6.89
F -1.29 -2.47 5.01
S -1.43 0.06 5.75
O -0.26 -0.05 6.64
O -1.13 0.45 4.37
O -2.45 0.92 6.33
C 6.40 2.57 -0.98
F 6.79 2.22 0.25
F 7.21 3.53 -1.41
F 6.59 1.52 -1.85
S 4.58 3.03 -1.02
O 4.21 2.90 -2.42
O 3.93 2.05 -0.17
O 4.52 4.40 -0.49
*
```

***

3.
Formula: C61H68BGe2NO4PtS4
Source: the Open Molecules 2025 dataset
Level of theory: ωB97M-V/def2-TZVPD

The value obtained for the energy above the lowest of the compared OMol25 structures with the same formula, charge and spin is 0.365 eV. Its HOMO energy (spin up / spin down) is -2.27 / -2.42 eV. The HOMO-LUMO gap (spin up / spin down) comes out at 6.1 / 6.1 eV. The expectation value of S² is 2.0071. As for the molecular weight: 1358.60 g/mol. Its LUMO energy (spin up / spin down) is 0.140 / 0.136 Eh. The value obtained for the strongest force on any atom is 1.8 eV/A. Its energy is -8612.11441 Eh.

Geometry as ORCA input:
```
! wB97M-V def2-TZVPD RIJCOSX def2/J DEFGRID3
* xyz -2 3
Pt 0.61 0.65 0.29
N 2.13 0.53 -2.95
C 3.50 0.17 -2.61
C 3.67 -0.11 -1.11
C 3.62 1.21 -0.32
O 4.67 1.86 -0.30
O 2.56 1.58 0.31
H 1.54 -0.28 -3.06
H 2.06 1.09 -3.79
H 4.16 1.01 -2.87
H 3.85 -0.70 -3.18
H 4.65 -0.55 -0.95
H 2.90 -0.79 -0.76
C 2.15 5.14 1.66
C 2.11 3.98 2.62
C 2.89 2.86 2.41
C 2.87 1.78 3.28
C 3.86 0.67 3.11
C 1.96 1.79 4.35
C 1.19 2.93 4.61
C 0.23 2.99 5.77
C 1.29 4.01 3.75
C 1.93 0.64 5.30
C 2.83 0.69 6.36
C 2.89 -0.31 7.31
C 2.02 -1.38 7.20
C 1.11 -1.47 6.15
C 1.04 -0.45 5.18
Ge -0.25 -0.53 3.61
S 0.84 -1.24 1.84
S -1.55 1.28 3.39
Ge -3.22 -0.30 2.98
S -3.69 -0.69 0.96
S -1.97 -1.91 4.06
C -4.99 0.12 3.90
C -5.52 1.43 3.93
C -6.85 1.65 4.32
C -7.67 0.60 4.67
C -7.18 -0.68 4.64
C -5.87 -0.94 4.25
C -5.44 -2.37 4.26
C -4.76 -2.88 5.38
C -4.53 -2.05 6.62
C -4.30 -4.19 5.35
C -4.51 -5.01 4.26
C -3.91 -6.39 4.20
C -5.27 -4.52 3.20
C -5.75 -3.22 3.19
C -6.56 -2.75 2.01
C -4.80 2.68 3.54
C -4.92 3.18 2.24
C -5.64 2.41 1.17
C -4.37 4.43 1.95
C -3.73 5.19 2.91
C -3.20 6.56 2.58
C -3.61 4.67 4.20
C -4.13 3.42 4.52
C -3.95 2.86 5.91
C 0.20 -2.66 6.21
C -0.92 -2.60 7.05
C -1.29 -1.31 7.72
C -1.69 -3.74 7.23
C -1.38 -4.94 6.61
C -2.21 -6.18 6.83
C -0.27 -4.98 5.78
C 0.54 -3.86 5.58
C 1.75 -3.96 4.70
H 3.10 5.18 1.14
H 1.99 6.09 2.17
H 1.36 5.03 0.90
H 3.55 2.82 1.55
H 4.60 0.92 2.35
H 3.37 -0.25 2.80
H 4.37 0.46 4.06
H 0.57 2.40 6.61
H -0.75 2.61 5.45
H 0.10 4.03 6.10
H 0.70 4.90 3.96
H 3.50 1.55 6.42
H 3.60 -0.26 8.13
H 2.03 -2.17 7.94
H -7.22 2.67 4.33
H -8.70 0.79 4.97
H -7.81 -1.52 4.92
H -5.10 -1.13 6.60
H -3.47 -1.80 6.69
H -4.80 -2.62 7.51
H -3.73 -4.56 6.20
H -4.10 -6.95 5.12
H -2.83 -6.33 4.06
H -4.32 -6.96 3.37
H -5.47 -5.16 2.35
H -7.07 -3.59 1.54
H -5.89 -2.29 1.28
H -7.30 -2.00 2.29
H -6.56 1.96 1.55
H -5.01 1.59 0.80
H -5.88 3.06 0.33
H -4.45 4.81 0.93
H -3.35 6.79 1.52
H -2.14 6.63 2.80
H -3.72 7.33 3.17
H -3.10 5.25 4.96
H -3.55 3.62 6.59
H -3.25 2.02 5.88
H -4.89 2.49 6.31
H -0.54 -1.01 8.45
H -2.26 -1.39 8.22
H -1.36 -0.50 6.98
H -2.57 -3.68 7.88
H -3.08 -5.96 7.45
H -1.62 -6.95 7.32
H -2.56 -6.58 5.88
H -0.02 -5.91 5.27
H 2.01 -5.01 4.51
H 2.61 -3.46 5.15
H 1.57 -3.49 3.73
C -6.91 2.89 -2.73
C -5.88 2.87 -3.87
C -5.46 4.31 -4.19
C -6.54 2.29 -5.12
C -4.67 2.05 -3.40
C -4.37 0.79 -3.92
C -3.31 0.02 -3.44
C -2.55 0.53 -2.42
O -1.48 0.00 -1.78
B -1.13 0.94 -0.75
O -1.95 2.07 -0.91
C -2.83 1.79 -1.90
C -3.87 2.56 -2.37
H -7.79 3.48 -3.01
H -6.48 3.32 -1.82
H -7.23 1.87 -2.50
H -6.32 4.88 -4.56
H -4.68 4.32 -4.96
H -5.07 4.83 -3.31
H -7.39 2.91 -5.41
H -6.91 1.28 -4.93
H -5.83 2.25 -5.95
H -4.98 0.38 -4.72
H -3.11 -0.97 -3.84
H -4.06 3.52 -1.92
*
```